# 1
Below is a gas-phase ion, C4H6N3O2 (charge +1) at a distorted geometry, with properties calculated with ωB97M-V with the def2-TZVPD basis set.

Output
ΔE to the lowest compared entry with this formula, charge and spin	0.469	eV
E	-12804.2451	eV
F_max	3.51	eV Å⁻¹
SMILES	CN1C(=[NH2+])C(=O)NC1=O

Structure (ORCA input):
```
! wB97M-V def2-TZVPD RIJCOSX def2/J DEFGRID3
* xyz 1 1
C 0.317 0.976 1.642
N -0.125 0.382 0.410
C 0.433 -0.616 -0.296
N 1.460 -1.382 0.008
C -0.353 -0.759 -1.581
O -0.225 -1.562 -2.401
N -1.357 0.201 -1.435
C -1.235 0.934 -0.297
O -1.753 1.931 0.088
H -0.468 1.690 2.013
H 0.474 0.033 2.206
H 1.232 1.429 1.394
H 1.573 -2.256 -0.447
H 1.981 -1.402 0.871
H -1.956 0.401 -2.172
*
```

# 2
Below is CH3NO2S2 in the gas phase at a distorted geometry, with properties calculated with ωB97M-V with the def2-TZVPD basis set.

Output
ΔE to the lowest compared entry with this formula, charge and spin	3.404	eV
E	-28337.0178	eV
F_max	1.56	eV Å⁻¹

Structure (ORCA input):
```
! wB97M-V def2-TZVPD RIJCOSX def2/J DEFGRID3
* xyz 0 1
C 0.275 0.995 -1.018
N -0.207 -0.661 0.919
O 1.103 -2.697 0.246
O -1.939 1.131 0.323
S 1.205 -1.260 0.311
S -0.506 1.086 0.545
H 1.124 1.647 -1.142
H -0.378 0.890 -1.867
H -0.677 -1.131 1.685
*
```

# 3
Below is 2 unconnected molecules or ions with the total composition C4H10O, with properties calculated with ωB97M-V with the def2-TZVPD basis set.

Output
ΔE to the lowest compared entry with this formula, charge and spin	0.761	eV
E	-6357.0418	eV
F_max	0.91	eV Å⁻¹
SMILES	C=C(C)C.O

Structure (ORCA input):
```
! wB97M-V def2-TZVPD RIJCOSX def2/J DEFGRID3
* xyz 0 1
C -0.840 0.460 1.113
C -0.595 0.184 -0.162
C -0.689 1.206 -1.249
C -0.196 -1.210 -0.575
H -0.872 -0.271 1.918
H -1.055 1.492 1.406
H 0.278 1.523 -1.640
H -1.236 2.085 -0.912
H -1.262 0.814 -2.087
H -0.625 -1.943 0.111
H 0.892 -1.252 -0.572
H -0.602 -1.462 -1.559
O 2.571 -0.815 1.339
H 1.894 -0.792 2.036
H 2.338 -0.019 0.834
*
```

# 4
Below is a molecular structure, C28H47Br7ClF2LiMgN3O6 at a distorted geometry, with properties calculated with ωB97M-V with the def2-TZVPD basis set.

Output
E	-560446.6771	eV
F_max	5.19	eV Å⁻¹

Structure (ORCA input):
```
! wB97M-V def2-TZVPD RIJCOSX def2/J DEFGRID3
* xyz -1 1
C -1.246 -3.121 -2.748
C -0.429 -1.805 -2.525
C -1.013 -0.854 -1.477
F -0.706 0.397 -1.978
C -2.551 -0.766 -1.322
N -2.641 0.217 -0.237
C -1.643 0.066 0.542
C -0.688 -1.038 0.031
C 0.769 -0.888 0.514
C 1.050 0.626 0.781
C 2.574 0.876 0.988
C 2.894 2.383 0.658
C 3.348 3.218 1.898
C 2.357 4.385 2.135
C 2.453 5.541 1.082
C 0.997 5.913 0.672
C 0.883 7.236 -0.127
C 1.916 7.418 -1.280
C 1.823 6.306 -2.367
C 3.206 5.764 -2.755
O 3.139 4.796 -3.785
C 3.850 3.617 -3.405
H -1.052 -3.422 -3.809
H -0.899 -3.903 -2.056
H -2.334 -2.987 -2.671
H 0.633 -2.024 -2.365
H -0.460 -1.263 -3.482
H -3.041 -1.718 -1.054
H -3.067 -0.458 -2.242
H -3.403 0.883 -0.108
H -1.540 0.709 1.424
H -1.219 -1.950 0.364
H 1.459 -1.290 -0.245
H 0.958 -1.477 1.427
H 0.533 0.995 1.727
H 0.691 1.169 -0.109
H 2.857 0.702 2.041
H 3.148 0.196 0.343
H 2.003 2.875 0.235
H 3.642 2.376 -0.146
H 4.335 3.648 1.653
H 3.414 2.611 2.817
H 2.463 4.823 3.145
H 1.340 3.967 2.099
H 2.867 6.426 1.596
H 3.063 5.271 0.212
H 0.596 5.084 0.070
H 0.431 6.010 1.611
H 1.040 8.083 0.567
H -0.136 7.370 -0.531
H 2.919 7.400 -0.816
H 1.804 8.419 -1.721
H 1.200 5.463 -2.028
H 1.317 6.712 -3.256
H 3.774 5.389 -1.887
H 3.796 6.619 -3.151
H 3.462 3.262 -2.440
H 3.688 2.817 -4.133
H 4.930 3.844 -3.297
C -5.882 2.553 0.984
Br -7.690 2.458 0.428
Br -5.294 0.932 1.874
Br -4.680 3.031 -0.464
H -5.844 3.359 1.722
N -5.048 2.368 5.163
O -6.186 2.031 5.379
O -4.120 1.975 5.833
O -4.796 3.203 4.124
C 0.827 -9.015 0.833
C 0.258 -8.031 1.629
C 0.606 -6.703 1.444
C 1.520 -6.376 0.459
C 2.103 -7.349 -0.337
C 1.751 -8.676 -0.145
N 1.870 -4.965 0.246
O 1.351 -4.139 0.976
O 2.650 -4.705 -0.647
H 0.547 -10.050 0.975
H -0.462 -8.300 2.392
H 0.159 -5.940 2.066
H 2.821 -7.089 -1.102
H 2.193 -9.448 -0.761
Mg -0.108 -4.344 -5.049
F -7.311 4.464 2.338
Br -0.334 2.334 2.893
Li 0.635 2.088 5.385
Br -1.355 -7.936 -1.764
C -3.052 -8.835 -1.444
C -3.072 -9.523 -0.106
Br -2.051 -11.182 -0.141
H -3.212 -9.514 -2.276
H -3.800 -8.045 -1.476
H -4.087 -9.821 0.155
H -2.659 -8.913 0.692
Br -5.472 4.587 5.180
Cl 1.676 0.597 -2.540
*
```

# 5
Below is 2 unconnected molecules or ions with the total composition C3H8N2O at a distorted geometry, with properties calculated with ωB97M-V with the def2-TZVPD basis set.

Output
ΔE to the lowest compared entry with this formula, charge and spin	3.732	eV
E	-8265.5944	eV
F_max	5.14	eV Å⁻¹
SMILES	[H]/N=C/N.C=CO

Structure (ORCA input):
```
! wB97M-V def2-TZVPD RIJCOSX def2/J DEFGRID3
* xyz 0 1
H -0.194 2.058 0.949
N -1.126 1.813 1.351
C -1.672 1.538 0.177
N -2.791 0.641 0.084
H -1.322 1.829 -0.842
H -2.643 0.140 -0.783
H -2.783 -0.096 0.748
C 1.992 -2.269 -1.064
C 1.610 -1.527 -0.119
O 2.056 -0.145 -0.245
H 1.264 -2.935 -1.421
H 2.762 -1.963 -1.762
H 0.797 -1.727 0.609
H 1.508 0.230 0.452
*
```

# 6
Below is 3 unconnected molecules or ions with the total composition C31H63NO8, with properties calculated with ωB97M-V with the def2-TZVPD basis set.

Output
ΔE to the lowest compared entry with this formula, charge and spin	0.000	eV
E	-51035.3360	eV
F_max	0.81	eV Å⁻¹
SMILES	CCCCCCCCCCCCC[C@@H]1C[C@H](CC=O)C(=O)N1.COCCOCCOC.COCCOCCOC

Structure (ORCA input):
```
! wB97M-V def2-TZVPD RIJCOSX def2/J DEFGRID3
* xyz 0 1
C -1.116 5.448 -1.888
C -0.045 4.693 -1.102
C 1.033 4.061 -1.999
C 1.430 2.648 -1.574
C 2.125 1.852 -2.680
C 3.030 0.714 -2.171
C 2.764 -0.633 -2.844
C 1.304 -1.118 -2.771
C 0.538 -0.653 -1.526
C -0.628 -1.563 -1.089
C -2.012 -0.922 -1.328
C -2.750 -0.658 -0.012
C -4.071 0.082 -0.190
C -3.962 1.619 -0.409
C -4.725 2.121 -1.668
C -3.690 2.828 -2.560
C -3.683 2.412 -4.030
C -4.919 2.925 -4.729
O -5.131 4.091 -4.906
C -2.365 2.472 -1.902
O -1.308 2.445 -2.448
N -2.560 2.111 -0.532
H -1.713 6.100 -1.246
H -1.796 4.751 -2.388
H -0.664 6.067 -2.667
H -0.519 3.904 -0.504
H 0.414 5.378 -0.382
H 0.654 4.027 -3.027
H 1.922 4.702 -1.995
H 2.089 2.703 -0.698
H 0.525 2.122 -1.250
H 2.710 2.546 -3.294
H 1.347 1.424 -3.322
H 2.926 0.611 -1.085
H 4.081 0.969 -2.342
H 3.051 -0.550 -3.898
H 3.421 -1.389 -2.403
H 1.298 -2.213 -2.800
H 0.776 -0.792 -3.673
H 0.109 0.332 -1.732
H 1.238 -0.522 -0.695
H -0.543 -1.734 -0.011
H -0.586 -2.528 -1.600
H -2.635 -1.570 -1.957
H -1.895 0.020 -1.867
H -2.923 -1.627 0.470
H -2.088 -0.092 0.652
H -4.703 -0.070 0.689
H -4.606 -0.368 -1.033
H -4.385 2.097 0.476
H -5.201 1.294 -2.200
H -5.527 2.798 -1.371
H -3.788 3.917 -2.488
H -3.633 1.321 -4.095
H -2.807 2.840 -4.525
H -5.658 2.174 -5.074
H -2.479 2.980 -0.006
C 1.562 -9.131 -0.002
O 0.348 -8.472 0.267
C -0.332 -9.040 1.368
C -1.500 -8.171 1.778
O -1.128 -7.060 2.577
C -0.615 -5.936 1.879
C -1.688 -5.054 1.281
O -2.156 -5.597 0.061
C -3.336 -4.969 -0.381
H 1.401 -10.195 -0.215
H 2.005 -8.659 -0.877
H 2.257 -9.046 0.842
H 0.352 -9.148 2.220
H -0.704 -10.039 1.098
H -2.159 -8.772 2.407
H -2.058 -7.853 0.894
H 0.093 -6.240 1.104
H -0.081 -5.349 2.628
H -1.266 -4.055 1.099
H -2.518 -4.960 1.994
H -4.160 -5.142 0.322
H -3.598 -5.400 -1.346
H -3.193 -3.888 -0.500
C 5.443 1.723 6.307
O 4.712 2.554 5.437
C 5.525 3.551 4.849
C 4.774 4.268 3.749
O 4.751 3.558 2.522
C 3.782 2.526 2.421
C 2.398 3.029 2.079
O 1.740 3.514 3.236
C 0.565 4.218 2.910
H 5.910 2.301 7.114
H 4.747 1.009 6.742
H 6.228 1.177 5.771
H 6.432 3.098 4.428
H 5.827 4.281 5.613
H 5.305 5.198 3.535
H 3.763 4.513 4.084
H 3.748 1.923 3.331
H 4.118 1.894 1.597
H 1.810 2.206 1.648
H 2.479 3.825 1.328
H 0.787 5.107 2.308
H 0.097 4.526 3.843
H -0.135 3.586 2.349
*
```

# 7
Below is a molecular structure, C21H29IrN7O4PS3 at a distorted geometry, with properties calculated with ωB97M-V with the def2-TZVPD basis set.

Output
ΔE to the lowest compared entry with this formula, charge and spin	0.000	eV
E	-85469.7785	eV
⟨S²⟩	8.799
F_max	1.78	eV Å⁻¹

Structure (ORCA input):
```
! wB97M-V def2-TZVPD RIJCOSX def2/J DEFGRID3
* xyz 3 6
Ir -0.496 1.383 -1.951
S -1.498 2.989 -3.703
C -0.683 4.049 -2.661
N 0.030 3.503 -1.664
C 0.695 4.425 -0.938
C 1.547 4.192 0.153
C 2.167 5.266 0.745
C 1.965 6.576 0.268
C 1.112 6.832 -0.790
C 0.473 5.762 -1.399
S -0.610 5.785 -2.754
H 1.693 3.183 0.507
H 2.820 5.112 1.592
H 2.491 7.395 0.738
H 0.950 7.837 -1.144
C 0.009 -3.291 3.863
C -1.295 -3.660 3.204
S -1.753 -2.373 1.989
O -1.636 -1.064 2.574
O -0.974 -2.509 0.761
C -3.518 -2.707 1.552
C -4.303 -1.453 1.147
N -3.455 -0.372 0.689
C -2.848 -0.303 -0.505
N -2.094 0.796 -0.581
C -2.213 1.450 0.604
C -3.043 0.727 1.414
N -3.295 0.997 2.811
O -4.096 0.304 3.378
O -2.650 1.898 3.266
C -2.986 -1.293 -1.590
H 0.191 -3.953 4.711
H -0.036 -2.275 4.247
H 0.846 -3.380 3.174
H -2.114 -3.665 3.916
H -1.252 -4.601 2.663
H -3.962 -3.155 2.436
H -3.478 -3.446 0.757
H -4.880 -1.083 1.999
H -4.996 -1.712 0.340
H -1.725 2.381 0.823
H -4.028 -1.406 -1.895
H -2.617 -2.262 -1.256
H -2.403 -0.960 -2.450
C 3.626 -2.152 -2.572
N 2.347 -2.659 -2.114
C 2.368 -2.928 -0.689
N 2.659 -1.691 0.014
C 3.933 -1.145 -0.424
N 3.886 -0.918 -1.856
C 3.062 0.171 -2.244
P 1.247 -0.163 -1.772
C 1.226 -1.899 -2.542
C 1.590 -0.756 0.001
H 3.602 -1.972 -3.648
H 4.415 -2.877 -2.360
H 3.146 -3.665 -0.474
H 1.400 -3.312 -0.359
H 4.735 -1.849 -0.187
H 4.135 -0.206 0.096
H 3.127 0.320 -3.326
H 3.385 1.089 -1.743
H 1.238 -1.800 -3.633
H 0.297 -2.390 -2.234
H 0.677 -1.222 0.399
H 1.846 0.104 0.626
*
```

# 8
Below is a molecular structure, C36H94AgF3N8O10 at a distorted geometry, with properties calculated with ωB97M-V with the def2-TZVPD basis set.

Output
E	-83396.0442	eV
⟨S²⟩	0.752
F_max	4.39	eV Å⁻¹

Structure (ORCA input):
```
! wB97M-V def2-TZVPD RIJCOSX def2/J DEFGRID3
* xyz -1 2
Ag 11.944 -17.858 15.546
C 11.984 -15.244 12.798
O 11.217 -14.672 13.893
O 12.111 -16.635 13.107
C 11.469 -14.741 11.375
F 10.192 -15.130 11.178
F 11.550 -13.434 11.094
F 12.257 -15.354 10.425
C 11.501 -13.362 14.323
C 10.496 -13.042 15.434
H 10.591 -11.997 15.731
H 9.468 -13.220 15.117
H 10.619 -13.731 16.270
H 11.515 -12.539 13.609
H 12.479 -13.245 14.791
H 12.963 -14.767 12.835
C 11.011 -18.607 10.360
C 11.407 -19.885 11.082
C 11.885 -21.036 10.151
O 10.839 -21.404 9.152
C 11.121 -22.663 8.490
N 12.379 -19.615 12.108
H 10.692 -17.774 10.987
H 10.126 -18.833 9.765
H 11.800 -18.238 9.704
H 10.605 -20.349 11.656
H 12.100 -21.851 10.843
H 12.814 -20.747 9.661
H 11.999 -22.624 7.845
H 10.266 -22.941 7.873
H 11.405 -23.474 9.161
H 13.172 -19.286 11.576
H 12.137 -18.729 12.527
C 8.042 -12.576 10.481
C 8.526 -12.322 11.896
C 7.706 -11.179 12.593
O 7.489 -10.047 11.730
C 6.435 -9.123 12.023
N 8.416 -13.546 12.610
H 6.969 -12.767 10.482
H 8.499 -13.457 10.031
H 8.073 -11.777 9.740
H 9.592 -12.104 11.827
H 8.152 -10.854 13.533
H 6.738 -11.584 12.889
H 6.454 -8.719 13.036
H 5.445 -9.564 11.911
H 6.520 -8.201 11.448
H 8.980 -14.224 12.119
H 8.635 -13.548 13.596
C 6.617 -11.893 16.092
C 7.477 -11.357 17.240
C 6.745 -10.419 18.304
O 6.392 -8.994 17.943
C 6.075 -8.233 19.072
N 8.052 -12.571 17.870
H 5.834 -12.426 16.630
H 7.134 -12.565 15.406
H 6.099 -11.115 15.531
H 8.325 -10.774 16.881
H 7.405 -10.417 19.171
H 5.899 -10.928 18.767
H 6.892 -8.041 19.767
H 5.218 -8.599 19.637
H 5.745 -7.283 18.651
H 8.879 -12.776 17.326
H 8.531 -12.420 18.746
C 11.423 -12.002 5.149
C 11.975 -11.712 6.559
C 13.518 -12.014 6.662
O 13.907 -13.377 6.305
C 13.227 -14.440 6.991
N 11.732 -10.294 6.809
H 10.551 -11.452 4.795
H 11.319 -13.065 4.932
H 12.176 -11.608 4.467
H 11.530 -12.311 7.353
H 13.702 -11.776 7.710
H 14.130 -11.306 6.103
H 13.754 -15.350 6.702
H 12.145 -14.475 6.869
H 13.537 -14.482 8.035
H 10.741 -10.194 6.647
H 11.807 -10.072 7.792
C 7.780 -15.955 17.121
C 9.226 -16.305 17.307
C 9.315 -17.481 18.301
O 9.038 -17.120 19.655
C 9.928 -16.205 20.295
N 9.700 -16.672 15.999
H 7.372 -15.848 18.126
H 7.246 -16.694 16.523
H 7.562 -15.035 16.577
H 9.823 -15.482 17.700
H 10.322 -17.892 18.231
H 8.590 -18.246 18.020
H 10.971 -16.461 20.110
H 9.663 -16.268 21.351
H 9.793 -15.194 19.911
H 9.752 -15.964 15.281
H 9.065 -17.337 15.580
C 15.047 -15.335 16.724
C 13.813 -15.410 17.599
C 13.571 -14.072 18.312
O 12.620 -14.005 19.352
C 12.494 -12.810 20.007
N 12.704 -15.840 16.864
H 15.098 -16.212 16.079
H 15.948 -15.366 17.337
H 15.097 -14.472 16.059
H 14.006 -16.181 18.344
H 13.351 -13.291 17.584
H 14.522 -13.698 18.692
H 13.451 -12.303 20.131
H 11.955 -13.026 20.930
H 11.941 -12.174 19.316
H 11.996 -15.978 17.570
H 12.416 -15.119 16.218
C 17.659 -16.923 12.997
C 16.400 -16.165 13.230
C 16.062 -14.995 12.291
O 16.018 -15.410 10.919
C 15.666 -14.391 10.034
N 15.299 -17.102 13.136
H 17.978 -17.578 13.807
H 18.488 -16.227 12.865
H 17.630 -17.466 12.052
H 16.420 -15.862 14.277
H 16.819 -14.237 12.492
H 15.132 -14.544 12.637
H 15.367 -14.885 9.110
H 16.538 -13.747 9.919
H 14.841 -13.807 10.442
H 14.530 -16.701 13.654
H 14.994 -16.948 12.186
C 10.995 -9.695 12.952
C 11.006 -8.801 11.664
C 11.361 -9.497 10.358
O 11.364 -8.584 9.238
C 12.335 -7.554 9.220
N 9.646 -8.299 11.518
H 10.182 -10.399 13.133
H 11.018 -9.132 13.885
H 11.912 -10.278 12.865
H 11.741 -7.997 11.691
H 10.730 -10.340 10.079
H 12.388 -9.863 10.366
H 12.334 -6.915 10.103
H 12.096 -6.855 8.419
H 13.345 -7.935 9.066
H 9.610 -8.059 10.538
H 9.083 -9.125 11.661
*
```

# 9
Below is 2 unconnected molecules or ions with the total composition C4H6Cl2F2Si at a distorted geometry, with properties calculated with ωB97M-V with the def2-TZVPD basis set.

Output
ΔE to the lowest compared entry with this formula, charge and spin	0.405	eV
E	-42604.4101	eV
F_max	3.18	eV Å⁻¹
SMILES	C[Si](F)(Cl)Cl.CC#CF

Structure (ORCA input):
```
! wB97M-V def2-TZVPD RIJCOSX def2/J DEFGRID3
* xyz 0 1
C 2.516 0.883 1.313
Si 2.145 -0.494 0.097
F 0.955 -1.472 0.669
Cl 1.128 0.209 -1.479
Cl 3.844 -1.444 -0.422
H 3.010 1.635 0.777
H 1.635 1.263 1.960
H 3.095 0.698 2.145
C -2.833 -0.889 -1.476
C -2.426 0.076 -0.453
C -2.280 0.825 0.489
F -2.056 1.821 1.374
H -2.019 -1.620 -1.570
H -3.714 -1.298 -1.075
H -3.000 -0.193 -2.349
*
```

What is the formula in the second record? CH3NO2S2